(1)
Entry from the OMol25 dataset: 3 unconnected molecules or ions with the total composition C31H59Cl2FN3O9P2S2 (wB97M-V/def2-TZVPD).

Structure (XYZ):
```
109
Properties=species:S:1:pos:R:3:forces:R:3
C -0.6734 1.7339 2.3097 -0.01 0.29 -0.24
C -0.1088 1.1236 1.0254 0.47 -0.16 0.35
C -0.5214 -0.3315 0.7646 -0.19 0.61 -0.19
F -1.5559 -0.6948 1.6240 0.15 0.07 -0.19
C -1.1224 -0.6104 -0.6228 -0.51 -1.40 0.13
C -2.3278 0.2415 -1.0211 0.40 0.05 0.09
P -3.9466 -0.4873 -0.5436 -0.02 -0.53 0.45
O -4.7771 -0.2445 -1.9097 -0.27 0.46 0.28
O -4.5616 0.5829 0.4825 -0.03 -0.07 -0.10
S -3.9274 -2.2818 0.0994 0.02 0.13 -0.20
C -2.1933 0.4345 -2.5477 -0.08 0.40 0.04
C -2.2385 1.9094 -3.0262 0.30 -0.08 -0.03
C -1.2700 2.8264 -2.2689 -0.04 0.19 -0.24
C -1.7974 3.6333 -1.1031 0.10 -0.26 -0.16
C -0.9134 4.4797 -0.4477 0.42 -0.01 -0.09
C -1.3129 5.2179 0.6394 0.04 0.31 0.36
C -2.6185 5.1386 1.0965 -0.06 0.13 0.23
C -3.5076 4.3074 0.4505 -0.32 0.03 0.18
C -3.0954 3.5596 -0.6379 -0.31 -0.23 -0.20
C -0.8827 -0.1999 -2.8857 -0.10 -0.04 0.32
P -0.3022 -0.1812 -4.6603 0.16 -0.05 -0.08
O 0.3307 -1.6823 -4.6751 0.07 0.12 -0.11
Cl -2.1162 -0.5331 -5.5270 -0.13 0.01 -0.04
N -0.2567 -0.6366 -1.8432 0.06 0.65 -0.07
C 1.1002 -1.2154 -1.8339 0.18 -0.18 -0.06
C 2.1547 -0.4432 -1.0364 0.12 0.01 -0.24
C 2.3175 1.0321 -1.4489 0.01 0.24 0.25
C 3.7703 1.4370 -1.7524 -0.09 -0.10 0.27
S 4.0552 2.3152 -3.2727 0.50 0.41 0.33
O 5.4030 2.1156 -3.6869 -0.24 -0.01 0.03
O 3.4964 3.6212 -3.1445 -0.18 -0.21 -0.17
Cl 2.8773 1.2830 -4.5897 -0.11 -0.16 -0.29
H -0.0878 2.6216 2.5470 -0.03 -0.02 0.00
H -0.5904 1.0517 3.1539 -0.14 -0.03 -0.04
H -1.7080 2.0505 2.1704 -0.07 -0.22 0.14
H -0.3501 1.7692 0.1783 -0.03 -0.05 0.03
H 0.9794 1.1377 1.1267 0.00 0.02 -0.08
H 0.2941 -1.0272 0.9626 -0.03 -0.03 0.04
H -1.4711 -1.6542 -0.5368 0.08 0.05 -0.04
H -2.2429 1.1755 -0.4604 -0.23 0.14 -0.29
H -5.7168 -0.4282 -1.7607 0.04 -0.23 -0.24
H -5.2019 1.1914 0.0958 0.07 0.11 0.05
H -2.9816 -0.0944 -3.0833 0.13 -0.10 -0.02
H -1.9623 1.9444 -4.0838 -0.12 -0.09 0.02
H -3.2719 2.2568 -2.9955 0.07 -0.01 0.10
H -0.4154 2.2358 -1.9150 0.01 0.02 -0.03
H -0.8410 3.5366 -2.9817 0.00 -0.04 0.02
H 0.1156 4.5626 -0.7819 -0.01 -0.06 -0.11
H -0.6059 5.8654 1.1426 0.00 0.01 -0.03
H -2.9343 5.7198 1.9522 -0.01 0.01 0.00
H -4.5339 4.2314 0.7897 0.04 0.04 0.02
H -3.8226 2.9156 -1.1200 0.06 0.02 -0.06
H 0.8677 -1.8159 -5.4699 0.02 -0.09 0.07
H 1.4433 -1.2502 -2.8600 -0.13 -0.02 -0.06
H 1.0176 -2.2526 -1.4996 -0.04 0.11 0.15
H 2.0160 -0.5532 0.0360 0.00 0.10 0.00
H 3.0873 -0.9643 -1.2693 -0.09 -0.11 0.09
H 1.9844 1.6783 -0.6399 -0.14 -0.02 -0.02
H 1.6700 1.2761 -2.2928 0.07 -0.07 -0.08
H 4.1106 2.1777 -1.0236 0.13 -0.07 -0.05
H 4.4731 0.6058 -1.7361 -0.04 -0.04 -0.15
C 6.4609 2.6702 5.5402 0.00 -0.02 0.08
O 5.4775 3.3696 6.2744 -0.02 -0.02 -0.15
C 5.6096 4.7859 6.2355 0.01 0.06 0.15
C 4.4394 5.4115 5.5114 -0.04 -0.07 -0.10
N 4.4696 5.0866 4.0910 -0.11 -0.07 0.09
C 3.2765 5.4764 3.3525 0.15 -0.03 -0.06
C 1.9593 4.8028 3.7165 -0.14 0.12 -0.07
O 1.9113 3.4174 3.4096 0.15 0.01 0.02
C 2.4254 2.5540 4.4099 -0.08 -0.11 -0.10
H 6.3206 1.6099 5.7427 -0.01 0.00 0.00
H 6.3710 2.8397 4.4605 0.04 0.03 0.00
H 7.4696 2.9547 5.8533 0.02 0.00 -0.02
H 6.5539 5.0716 5.7639 -0.02 0.01 -0.06
H 5.6217 5.1487 7.2663 0.03 -0.02 0.01
H 4.4873 6.4978 5.6278 -0.01 0.01 -0.01
H 3.5223 5.0623 6.0065 0.01 0.06 0.06
H 4.6095 4.0894 3.9902 0.04 0.00 -0.02
H 3.4667 5.2813 2.2933 -0.02 0.03 -0.01
H 3.1459 6.5582 3.4548 -0.01 0.01 0.02
H 1.1757 5.2681 3.1111 -0.02 -0.03 0.00
H 1.6833 4.9625 4.7646 0.08 -0.03 0.03
H 2.2774 2.9634 5.4113 0.03 0.01 0.02
H 3.4880 2.3415 4.2658 0.02 0.06 0.07
H 1.8832 1.6094 4.3370 -0.03 0.02 0.01
C -0.6816 -9.5364 -1.3874 0.06 0.02 -0.02
O -0.6577 -8.4486 -2.2918 -0.08 -0.02 0.08
C -1.4956 -8.6123 -3.4297 0.08 0.02 -0.12
C -2.6287 -7.6113 -3.4104 -0.05 0.01 0.13
N -3.5698 -7.9039 -2.3399 0.11 0.13 0.01
C -4.5800 -6.8760 -2.1192 -0.02 -0.15 0.04
C -4.1063 -5.5086 -1.6430 -0.14 0.12 -0.07
O -3.5623 -5.5076 -0.3375 0.04 -0.05 0.01
C -2.1892 -5.8200 -0.2399 -0.02 0.09 0.12
H 0.0759 -9.3429 -0.6303 0.00 0.01 0.00
H -1.6539 -9.6432 -0.8944 -0.01 -0.04 -0.03
H -0.4405 -10.4768 -1.8913 -0.01 -0.02 0.01
H -1.8844 -9.6330 -3.4795 -0.05 0.01 0.03
H -0.8844 -8.4388 -4.3198 0.01 -0.03 0.01
H -3.1583 -7.6550 -4.3669 -0.01 0.02 0.00
H -2.1802 -6.6103 -3.3220 0.01 0.00 -0.09
H -3.0548 -8.0468 -1.4806 -0.02 -0.05 0.01
H -5.2836 -7.2590 -1.3766 -0.02 0.02 -0.01
H -5.1429 -6.7414 -3.0486 0.01 0.01 -0.02
H -4.9788 -4.8511 -1.6007 0.01 0.01 0.02
H -3.3990 -5.0472 -2.3451 0.05 -0.06 0.01
H -1.6381 -5.4950 -1.1286 0.01 -0.04 -0.03
H -2.0139 -6.8887 -0.0893 0.03 0.00 -0.07
H -1.7963 -5.2936 0.6316 -0.01 0.01 0.00
```
Forces are in eV/Å.

Properties
charge: +1

(2)
Entry from the OMol25 dataset: 10 unconnected molecules or ions with the total composition C4H27NO11S (wB97M-V/def2-TZVPD).

Structure (XYZ):
```
44
Properties=species:S:1:pos:R:3:forces:R:3
O 1.9603 -0.0085 1.0302 0.17 -0.05 0.21
C 1.1701 0.8804 0.7209 -1.46 -0.15 -1.12
N 0.0600 0.6533 -0.0328 0.58 0.49 0.85
C -0.2930 -0.7048 -0.4706 0.26 0.46 -0.83
C 0.7443 -1.2152 -1.5078 -0.26 -1.04 -0.48
O 0.8430 -2.6121 -1.3945 0.14 -1.07 0.40
C -1.7116 -0.6868 -1.0730 -0.39 0.35 0.70
S -2.4194 -2.3713 -1.2322 -0.93 0.71 0.39
H 1.3683 1.9120 1.0270 -0.32 0.16 -0.15
H -0.6114 1.4069 -0.2142 0.85 -0.38 0.26
H -0.2437 -1.3980 0.3739 -0.17 0.30 -0.11
H 1.7456 -0.8012 -1.4440 -0.14 0.59 0.35
H 0.4084 -1.0781 -2.5566 -0.04 0.44 0.57
H 1.1774 -2.8559 -0.4829 -0.22 0.42 -0.74
H -2.4221 -0.1026 -0.3922 0.94 -0.94 -1.08
H -1.6853 -0.2158 -2.0735 -0.05 -0.07 0.52
H -1.3425 -3.0239 -1.6032 0.83 -0.21 -0.22
O -3.1693 -2.0832 2.6015 0.29 -0.89 -1.08
H -2.2085 -2.3892 2.5884 -1.57 0.19 -0.17
H -3.5883 -2.3985 1.7573 0.83 0.37 1.19
O -0.4872 -2.1414 2.7234 0.34 -1.06 0.15
H -0.1637 -2.1591 3.6242 0.14 -0.16 0.37
H -0.6734 -1.2146 2.5626 -0.38 1.35 -0.15
O 0.6094 2.7132 -2.7096 -0.62 -0.18 -0.83
H 0.2677 2.3032 -3.5255 0.16 0.35 0.51
H 1.4190 2.2015 -2.5127 0.28 -0.12 0.21
O -2.6539 1.7998 0.6649 1.11 -0.39 -1.23
H -2.2179 2.4598 0.0811 -0.04 -0.11 0.01
H -3.2692 2.3025 1.1442 -1.48 0.93 1.16
O 2.8004 1.2654 -2.2861 -1.14 0.00 3.08
H 3.3429 1.0914 -1.4461 -0.45 0.46 -1.03
H 3.3793 1.1795 -2.9881 1.86 -0.28 -2.22
O 4.2476 0.8630 -0.0704 -1.77 -2.04 -0.08
H 3.5117 0.3773 0.4566 1.38 0.95 -0.67
H 4.6073 1.5077 0.5038 0.55 1.02 0.90
O -1.1733 3.4533 -0.8666 -1.10 0.94 1.61
H -0.5990 3.2006 -1.5806 1.22 -0.15 -1.18
H -0.9404 4.3453 -0.5500 -0.01 -0.71 -0.43
O 1.6528 -2.6840 1.1640 -2.23 -3.19 1.25
H 0.7989 -2.6119 1.7148 1.46 -0.65 -0.81
H 1.8484 -1.7934 1.1247 1.25 3.26 -0.31
O -1.7511 0.2093 2.6207 4.67 3.76 -0.56
H -1.9074 0.7779 1.8363 -0.08 -0.26 0.46
H -2.4313 -0.3539 2.6930 -4.44 -3.42 0.32
```
Forces are in eV/Å.

Properties
SMILES: O=CN[C@H](CO)CS.O.O.O.O.O.O.O.O.O

(3)
Entry from the OMol25 dataset: a molecular structure, C23H29AgO3S (wB97M-V/def2-TZVPD).

Structure (XYZ):
```
57
Properties=species:S:1:pos:R:3:forces:R:3
Ag -0.5787 -0.4680 -0.0673 -0.08 -0.08 0.28
C 0.0392 0.2638 -2.6095 -0.05 0.00 -0.23
C -1.1890 -0.3863 -2.3527 0.15 -0.15 -0.33
C -0.8958 -1.7576 -2.0321 0.02 0.01 -0.43
C 0.5103 -1.9183 -2.1352 0.01 -0.06 -0.13
C 1.0734 -0.6834 -2.4764 0.08 -0.03 -0.16
H 0.1481 1.2777 -2.9679 0.00 0.04 0.14
H -2.1642 0.0008 -2.6175 0.01 0.05 0.17
H -1.6148 -2.5646 -2.0507 -0.04 0.03 0.26
H 1.0440 -2.8523 -2.0313 -0.01 0.02 0.12
H 2.1240 -0.4956 -2.6523 0.00 0.01 0.08
C 2.7840 0.0574 0.8856 -0.01 0.00 0.00
O 1.7737 -0.9331 0.8648 0.00 -0.02 -0.01
C 1.5715 -1.6053 2.0858 -0.10 0.08 0.14
C 0.7556 -0.7962 3.0759 0.14 -0.03 -0.06
O -0.4824 -0.4781 2.4790 0.04 0.00 -0.05
C -1.2987 0.3218 3.3088 -0.05 0.01 0.09
H 3.6937 -0.3325 1.3554 0.00 0.00 -0.02
H 2.4674 0.9601 1.4175 -0.01 -0.01 0.00
H 2.9900 0.3076 -0.1525 -0.02 0.04 0.01
H 2.5314 -1.8674 2.5470 -0.01 -0.06 -0.01
H 1.0273 -2.5182 1.8376 0.04 -0.01 0.00
H 1.2831 0.1255 3.3562 -0.03 0.01 0.00
H 0.6030 -1.3889 3.9872 0.00 0.01 0.01
H -1.6308 -0.2384 4.1904 0.04 -0.02 -0.02
H -2.1503 0.6231 2.7104 -0.05 0.02 0.00
H -0.7640 1.2180 3.6435 0.02 -0.01 -0.04
O -2.1222 1.3990 0.4749 0.23 0.17 0.44
S -3.4071 1.8788 -0.1003 -0.80 -0.22 -0.10
C -4.3721 0.3439 -0.4726 0.21 0.31 0.10
C -5.7480 0.6657 -0.9626 -0.06 0.09 -0.05
C -6.8794 0.3325 -0.2235 0.06 0.01 0.02
C -8.1434 0.6880 -0.6706 -0.03 -0.01 0.02
C -8.2909 1.3854 -1.8603 -0.02 0.01 -0.01
C -7.1695 1.7186 -2.6069 0.01 0.00 -0.03
C -5.9073 1.3590 -2.1622 0.05 -0.03 0.04
C -4.4329 2.4527 1.3228 0.31 -0.08 -0.37
C -4.0801 3.8609 1.7002 0.02 0.10 0.03
C -5.0532 4.8553 1.6689 0.02 -0.06 -0.05
C -4.7419 6.1603 2.0199 -0.02 0.01 0.00
C -3.4493 6.4870 2.4009 -0.03 0.01 0.01
C -2.4694 5.5044 2.4226 -0.01 0.04 0.01
C -2.7819 4.1988 2.0777 0.05 -0.05 0.04
H -4.3581 -0.2573 0.4371 -0.03 -0.01 0.02
H -3.7686 -0.1561 -1.2312 0.04 0.01 0.08
H -6.7686 -0.2118 0.7076 0.01 0.01 0.00
H -9.0147 0.4200 -0.0867 0.00 0.00 -0.01
H -9.2770 1.6662 -2.2070 0.01 -0.01 0.00
H -7.2776 2.2569 -3.5397 0.00 0.00 0.01
H -5.0295 1.6153 -2.7445 -0.03 0.01 -0.02
H -4.2358 1.7468 2.1308 -0.01 -0.10 -0.01
H -5.4732 2.3841 1.0131 -0.08 -0.05 0.00
H -6.0628 4.6016 1.3656 0.00 0.01 0.01
H -5.5110 6.9216 1.9926 0.01 0.00 0.01
H -3.2089 7.5038 2.6832 0.02 0.00 -0.02
H -1.4572 5.7599 2.7088 0.00 -0.03 0.01
H -2.0122 3.4353 2.0895 -0.03 0.01 0.00
```
Forces are in eV/Å.

Calculated energy relative to the best compared isomer or geometry (same formula, charge and spin) in order - 0.0; 78.6; 15.3 kJ/mol
Calculated total energy in order - -4557.1558; -1449.2224; -1664.5707 a.u.
Calculated HOMO in order - -10.224; -8.956; -6.348 eV